# 1
A structure of composition C16H19Br33N2O3. Source: OMol25; level of theory: the ωB97M-V functional and the def2-TZVPD basis.

Its HOMO energy is -9.2 eV. Its charge is 0. Its frontier orbital gap is 7.57 eV.

Atoms and positions in Å:
O: 2.272 2.694 -2.620
N: 3.282 2.280 -2.038
O: 2.815 1.304 -1.233
C: 3.877 0.441 -0.747
C: 4.446 -0.596 -1.831
C: 3.751 -0.672 -3.287
C: 2.674 -1.871 -3.065
C: 2.791 -2.209 -1.506
O: 1.929 -2.550 -0.690
N: 4.255 -1.982 -1.252
H: 3.455 -0.133 0.152
H: 4.785 1.016 -0.336
H: 5.593 -0.532 -1.855
H: 3.294 0.294 -3.682
H: 4.643 -0.914 -3.967
H: 3.109 -2.705 -3.720
H: 1.609 -1.644 -3.418
H: 4.796 -2.692 -1.781
C: 3.891 6.081 -0.891
Br: 5.517 6.155 0.164
Br: 3.615 4.337 -1.703
Br: 2.344 6.641 0.136
H: 4.009 6.796 -1.705
C: 0.808 10.420 -0.263
Br: -0.032 9.375 -1.664
Br: 0.368 9.749 1.503
Br: 2.725 10.563 -0.520
H: 0.403 11.428 -0.330
C: 0.290 13.028 2.100
Br: 0.753 13.541 0.288
Br: 1.864 12.795 3.206
Br: -0.976 14.262 2.897
H: -0.203 12.060 2.040
C: 0.457 6.036 -3.709
Br: -0.810 5.942 -5.178
Br: 1.138 4.281 -3.217
Br: 1.902 7.278 -4.083
H: -0.084 6.426 -2.847
C: -0.939 -3.470 -3.905
Br: -1.466 -1.608 -4.019
Br: -2.418 -4.663 -4.289
Br: 0.601 -3.852 -5.020
H: -0.640 -3.654 -2.875
C: -4.776 -6.460 -1.590
Br: -3.800 -8.052 -1.069
Br: -6.429 -6.897 -2.505
Br: -5.077 -5.275 -0.085
H: -4.152 -5.922 -2.300
C: -5.455 -11.609 1.276
Br: -4.831 -11.937 -0.530
Br: -4.087 -12.002 2.594
Br: -6.158 -9.814 1.481
H: -6.279 -12.298 1.459
C: -9.447 -14.106 1.968
Br: -9.893 -12.949 0.478
Br: -10.090 -15.914 1.695
Br: -7.549 -14.069 2.366
H: -9.964 -13.714 2.842
C: -11.316 -14.296 6.117
Br: -11.768 -13.135 4.631
Br: -11.958 -16.103 5.838
Br: -9.417 -14.257 6.506
H: -11.830 -13.906 6.993
C: 8.231 7.210 2.605
Br: 8.677 8.782 1.561
Br: 9.001 5.600 1.849
Br: 8.685 7.442 4.474
H: 7.150 7.091 2.555
C: 5.300 9.375 3.846
Br: 5.083 11.205 3.247
Br: 5.840 9.272 5.706
Br: 3.713 8.317 3.497
H: 6.107 8.941 3.258

# 2
A cluster of 2 separate species, C4H9NO in total. Source: OMol25; level of theory: the ωB97M-V functional and the def2-TZVPD basis.

Its HOMO energy is -10.1 eV. The calculation puts the relative energy (zero: lowest compared OMol25 entry of this formula, charge and spin) at 2.041 eV. Its charge is 0. Its SMILES is C/C=N/C=O.C. Its frontier orbital gap is 10.23 eV.

Atoms and positions in Å:
C: 1.169 1.318 0.276
C: -0.050 0.743 -0.361
N: 0.021 0.135 -1.485
C: -1.235 -0.224 -2.019
O: -2.298 0.250 -1.691
H: 1.388 2.219 -0.303
H: 2.027 0.646 0.189
H: 1.021 1.598 1.322
H: -1.019 0.885 0.136
H: -1.153 -0.975 -2.820
C: 0.023 -1.317 1.362
H: -0.048 -0.402 1.961
H: 0.921 -1.861 1.643
H: -0.887 -1.899 1.489
H: 0.121 -1.116 0.301

# 3
The ion C17H22NO2S with charge +1. Source: OMol25; level of theory: the ωB97M-V functional and the def2-TZVPD basis.

Its HOMO energy is -10.8 eV. Its charge is +1. Its SMILES is COc1ccc(Sc2ccccc2C[NH+](C)C)cc1OC. Its frontier orbital gap is 8.38 eV.

Atoms and positions in Å:
C: -1.116 5.508 2.730
O: -0.614 4.895 1.563
C: -0.430 3.563 1.552
C: -0.710 2.702 2.601
C: -0.486 1.338 2.479
C: 0.022 0.846 1.298
S: 0.338 -0.899 1.160
C: -0.867 -1.454 -0.038
C: -1.935 -0.652 -0.411
C: -2.855 -1.110 -1.337
C: -2.716 -2.368 -1.897
C: -1.653 -3.172 -1.522
C: -0.722 -2.732 -0.591
C: 0.413 -3.624 -0.163
N: 1.735 -3.014 -0.482
C: 1.932 -2.883 -1.931
C: 2.841 -3.742 0.152
C: 0.330 1.683 0.227
C: 0.098 3.040 0.338
O: 0.336 3.954 -0.626
C: 0.870 3.527 -1.855
H: -2.118 5.144 2.975
H: -1.165 6.571 2.501
H: -0.448 5.351 3.583
H: -1.108 3.080 3.528
H: -0.709 0.674 3.300
H: -2.051 0.326 0.030
H: -3.684 -0.479 -1.614
H: -3.433 -2.726 -2.617
H: -1.550 -4.159 -1.948
H: 0.369 -3.773 0.919
H: 0.346 -4.594 -0.659
H: 1.675 -2.061 -0.055
H: 2.844 -2.328 -2.139
H: 1.086 -2.359 -2.373
H: 2.010 -3.871 -2.383
H: 2.867 -4.769 -0.212
H: 3.789 -3.262 -0.082
H: 2.712 -3.751 1.232
H: 0.732 1.261 -0.681
H: 1.854 3.065 -1.727
H: 0.199 2.827 -2.365
H: 0.973 4.428 -2.457

# 4
A cluster of 2 separate species, C2H5IN2OS in total. Source: OMol25; level of theory: the ωB97M-V functional and the def2-TZVPD basis.

Its HOMO energy (alpha / beta) is -9.0 / -9.0 eV. The calculation puts the relative energy (zero: lowest compared OMol25 entry of this formula, charge and spin) at 2.470 eV. Its charge is 0. Its frontier orbital gap (alpha / beta) is 7.53 / 7.54 eV.

Atoms and positions in Å:
C: 0.283 -1.889 -0.298
C: -0.856 2.038 -0.174
N: 0.478 -0.899 0.459
N: 0.904 -3.072 0.138
O: -0.495 -1.891 -1.310
S: -1.095 0.346 -0.871
I: -3.061 -0.121 0.145
H: -1.777 2.486 -0.533
H: 0.116 2.330 -0.539
H: -0.889 1.773 0.891
H: 1.244 -2.931 1.088
H: 0.198 -3.832 0.118

# 5
The ion C6H12N3O with charge +1. Source: OMol25; level of theory: the ωB97M-V functional and the def2-TZVPD basis.

Its HOMO energy is -13.4 eV. The calculation puts the relative energy (zero: lowest compared OMol25 entry of this formula, charge and spin) at 3.940 eV. Its charge is +1. Its SMILES is C[C@H]([NH3+])C(=O)[C@@](C)(N)C#N. Its frontier orbital gap is 9.67 eV.

Atoms and positions in Å:
C: -1.305 0.693 0.907
C: -0.458 0.842 -0.309
N: -1.426 1.292 -1.387
C: 0.044 -0.528 -0.826
O: -0.718 -1.148 -1.487
C: 1.494 -0.924 -0.458
C: 1.906 -0.630 0.996
N: 1.839 -2.228 -0.857
C: 2.067 0.054 -1.415
N: 2.455 0.969 -2.015
H: -1.984 -0.226 0.747
H: -2.034 1.491 1.043
H: -0.829 0.499 1.834
H: 0.434 1.568 -0.111
H: -2.456 1.472 -1.057
H: -1.557 0.391 -1.802
H: -1.022 1.954 -2.186
H: 0.880 -0.926 1.572
H: 2.209 0.350 1.290
H: 2.658 -1.263 1.242
H: 1.736 -3.014 -0.317
H: 1.834 -2.516 -1.812

# 6
A cluster of 2 separate species, C6H16N2O in total. Source: OMol25; level of theory: the ωB97M-V functional and the def2-TZVPD basis.

Its HOMO energy is -8.7 eV. The calculation puts the relative energy (zero: lowest compared OMol25 entry of this formula, charge and spin) at 1.980 eV. Its charge is 0. Its SMILES is CC(C)(N)C=O.CNC. Its frontier orbital gap is 9.57 eV.

Atoms and positions in Å:
C: 1.295 -1.163 -0.927
C: -0.230 -1.167 -0.831
C: -0.825 -1.955 -2.002
N: -0.625 -1.819 0.437
C: -0.807 0.388 -0.996
O: -0.509 1.082 -1.959
H: 1.698 -2.165 -1.122
H: 1.642 -0.492 -1.720
H: 1.750 -0.816 0.008
H: -0.578 -1.488 -2.963
H: -0.446 -2.983 -2.039
H: -1.918 -2.007 -1.938
H: -0.171 -2.731 0.516
H: -1.628 -2.001 0.438
H: -1.756 0.524 -0.451
C: 1.343 2.139 0.958
N: 0.063 1.449 1.058
C: -0.722 1.881 2.203
H: 2.009 1.838 1.771
H: 1.820 1.883 0.008
H: 1.217 3.225 0.984
H: 0.200 0.402 1.060
H: -1.715 1.424 2.158
H: -0.860 2.967 2.207
H: -0.244 1.586 3.140

# 7
A structure of composition C31H29BCo2O8S2. Source: OMol25; level of theory: the ωB97M-V functional and the def2-TZVPD basis.

Its HOMO energy is -6.1 eV. The calculation puts the relative energy (zero: lowest compared OMol25 entry of this formula, charge and spin) at 4.452 eV. Its charge is 0. Its frontier orbital gap is 3.12 eV.

Atoms and positions in Å:
C: 4.683 3.894 0.633
C: 3.425 3.470 1.300
C: 3.268 3.271 2.664
C: 1.976 2.803 3.002
C: 1.204 2.495 1.890
B: 0.380 -0.092 2.476
C: -0.016 1.704 2.081
C: -0.839 2.175 3.185
C: -1.700 3.188 2.839
C: -1.809 3.460 1.483
C: -2.579 4.554 0.878
S: -0.989 2.253 0.569
O: 1.355 -0.389 1.480
C: 2.305 -1.274 2.083
C: 2.235 -2.583 1.298
C: 3.639 -0.588 1.837
C: 1.829 -1.350 3.612
C: 1.117 -2.640 3.985
C: 2.947 -1.061 4.583
O: 0.835 -0.303 3.753
S: 1.961 3.043 0.447
H: 5.460 4.025 1.396
H: 5.005 3.097 -0.049
H: 4.602 4.830 0.064
H: 4.036 3.480 3.411
H: 1.560 2.719 4.003
H: -0.606 1.881 4.212
H: -2.300 3.760 3.549
H: -2.905 5.237 1.670
H: -1.969 5.120 0.164
H: -3.467 4.170 0.358
H: 2.515 -3.438 1.928
H: 1.228 -2.723 0.869
H: 2.955 -2.537 0.467
H: 4.470 -1.186 2.227
H: 3.759 -0.488 0.751
H: 3.659 0.425 2.252
H: 0.548 -3.062 3.136
H: 1.850 -3.395 4.302
H: 0.411 -2.474 4.817
H: 3.688 -1.866 4.502
H: 3.432 -0.092 4.394
H: 2.544 -1.055 5.600
O: -0.256 0.345 -2.084
C: -1.004 0.256 -1.207
Co: -2.222 0.351 0.128
C: -3.224 0.816 1.490
O: -3.833 1.082 2.437
C: -3.380 -0.485 -0.844
O: -4.170 -0.996 -1.514
C: -2.920 -2.772 1.471
C: -4.312 -2.963 1.138
C: -5.295 -2.207 1.807
C: -6.654 -2.440 1.602
C: -7.074 -3.458 0.742
C: -6.113 -4.242 0.094
C: -4.749 -4.013 0.293
C: -1.841 -2.041 1.676
C: -1.194 -0.701 1.390
Co: -1.674 -3.786 2.349
C: -2.550 -5.289 2.161
O: -3.094 -6.303 2.032
C: -1.858 -3.908 4.123
O: -1.914 -4.148 5.253
C: -0.372 -4.792 1.669
O: 0.414 -5.591 1.362
H: -4.964 -1.426 2.496
H: -7.386 -1.830 2.134
H: -8.137 -3.632 0.566
H: -6.425 -5.052 -0.566
H: -4.003 -4.614 -0.228
H: -1.043 -0.221 2.456
H: -0.375 -0.919 0.681

# 8
A structure of composition C32H24BrN8O2SeSn. Source: OMol25; level of theory: the ωB97M-V functional and the def2-TZVPD basis.

Its HOMO energy is -9.5 eV. The calculation puts the relative energy (zero: lowest compared OMol25 entry of this formula, charge and spin) at 0.000 eV. Its charge is +1. Its frontier orbital gap is 5.93 eV.

Atoms and positions in Å:
Sn: 0.554 0.140 0.539
C: 1.146 4.173 2.583
C: -0.142 4.553 3.025
C: -1.211 3.752 2.730
C: -1.019 2.574 1.969
N: 0.258 2.237 1.571
C: 1.289 3.061 1.796
C: -2.058 1.631 1.531
C: -3.439 1.964 1.609
C: -4.390 1.043 1.226
C: -3.955 -0.222 0.802
C: -2.578 -0.539 0.888
N: -1.645 0.422 1.104
C: -2.008 -1.905 0.829
C: -2.804 -3.065 0.928
C: -2.236 -4.326 1.034
C: -0.831 -4.417 0.907
C: -0.127 -3.250 0.752
N: -0.672 -2.016 0.726
H: 1.991 4.826 2.763
H: -0.254 5.512 3.543
H: -2.226 3.974 3.068
H: 2.274 2.794 1.304
H: -3.713 2.992 1.845
H: -5.446 1.277 1.265
H: -4.672 -0.967 0.495
H: -3.880 -2.954 0.908
H: -2.857 -5.179 1.189
H: -0.375 -5.408 0.844
H: 0.965 -3.329 0.595
Br: -0.921 -0.322 4.231
C: 0.864 -0.855 3.920
C: 1.517 -1.449 5.017
C: 2.877 -1.729 4.869
C: 3.545 -1.355 3.690
C: 2.790 -0.769 2.668
N: 1.434 -0.618 2.744
C: 3.554 -0.258 1.420
O: 4.722 -0.651 1.253
O: 2.879 0.516 0.610
H: 0.938 -1.708 5.925
H: 3.433 -2.233 5.684
H: 4.615 -1.522 3.555
N: -0.170 4.475 -5.496
C: -0.111 3.651 -4.386
C: 1.137 3.165 -3.974
C: 1.212 2.385 -2.814
N: 0.136 2.124 -2.046
C: -1.072 2.631 -2.416
C: -1.235 3.360 -3.590
H: 0.653 4.485 -6.080
H: -1.092 4.636 -5.967
H: 2.019 3.391 -4.556
H: 2.155 1.954 -2.456
H: -1.897 2.435 -1.731
H: -2.250 3.639 -3.864
Se: 3.480 -1.487 -1.643
N: 1.706 -1.105 -1.693
C: 1.233 -2.035 -2.544
C: -0.081 -1.984 -2.988
C: -0.613 -3.055 -3.670
C: 0.153 -4.234 -3.894
C: 1.477 -4.278 -3.566
C: 2.099 -3.185 -2.896
N: 3.353 -3.065 -2.497
H: -0.654 -1.053 -2.777
H: -1.629 -3.028 -4.020
H: -0.252 -5.064 -4.478
H: 2.058 -5.155 -3.909